1.
39
Properties=species:S:1:pos:R:3:forces:R:3 method="wB97M-V/def2-TZVPD" e_tot_ev=-105384.167 multiplicity=5 s_squared=6.02 molar_mass_g_mol=545.128 de_lowest_kcal_mol=1.2 orbital_gap_ev="8.3 / 6.6"
Rh 0.1540 -1.6813 0.9340 -0.261 -0.217 0.417
N 0.9609 -2.7145 2.8325 0.092 0.055 -0.032
C 1.2468 -4.1123 2.4836 -0.003 -0.046 -0.051
C 1.5353 -4.2820 0.9881 -0.015 0.027 0.136
O 2.1568 -5.2294 0.5872 -0.009 -0.034 -0.003
O 1.0202 -3.3474 0.2173 0.015 0.054 -0.133
H 1.8084 -2.1701 2.9692 0.008 -0.016 -0.015
H 0.4059 -2.6462 3.6754 -0.007 0.035 -0.011
H 0.3598 -4.7107 2.6981 0.009 -0.003 0.008
H 2.0776 -4.5324 3.0485 0.014 0.019 -0.014
Se -2.0083 -1.1979 1.8696 0.104 0.040 -0.284
C -1.7151 0.6517 1.4297 -0.017 0.133 0.082
C -2.4138 1.2132 0.3689 -0.048 -0.046 0.026
C -2.2128 2.5590 0.0973 -0.001 -0.017 -0.018
N -1.3738 3.3323 0.7786 0.026 0.037 -0.004
C -0.6991 2.7738 1.7796 -0.008 0.007 -0.012
C -0.8364 1.4446 2.1548 -0.023 -0.048 0.014
H -3.1076 0.6308 -0.2230 -0.009 0.008 -0.008
H -2.7568 3.0349 -0.7122 0.002 -0.011 -0.005
H -0.0089 3.4179 2.3122 -0.002 -0.006 0.012
H -0.2579 1.0448 2.9759 0.012 0.013 -0.009
O 2.9918 1.3121 0.6030 -0.019 0.044 0.014
C 2.0588 0.5613 0.4465 -0.038 -0.023 -0.018
O 1.6756 -0.3396 1.3123 0.123 -0.093 -0.083
C 1.1889 0.6950 -0.7936 0.000 -0.005 0.015
C 0.6080 -0.3893 -1.4464 0.115 0.110 -0.104
C -0.2604 -0.1498 -2.5030 0.020 0.017 0.092
C -0.5504 1.1163 -2.9597 -0.012 0.024 -0.007
C 0.0759 2.1662 -2.3123 -0.220 -0.071 0.251
C 0.9345 1.9846 -1.2490 -0.024 0.013 0.005
N -0.2261 3.5442 -2.7568 0.750 -0.112 -0.790
O 0.4261 4.4380 -2.2703 -0.225 0.081 0.282
O -1.0116 3.6642 -3.6756 -0.309 0.050 0.262
N -0.9311 -1.3020 -3.1349 0.011 -0.043 -0.037
O -1.5529 -1.0981 -4.1543 0.000 0.001 0.003
O -0.8284 -2.3721 -2.5715 -0.008 0.003 -0.016
H 0.8949 -1.4232 -1.2517 -0.033 0.021 0.023
H -1.2289 1.2822 -3.7821 -0.007 -0.007 0.011
H 1.4001 2.8313 -0.7660 -0.002 0.007 0.002

***

2.
29
Properties=species:S:1:pos:R:3:forces:R:3 method="wB97M-V/def2-TZVPD" e_tot_ev=-22315.069 molar_mass_g_mol=241.246 de_lowest_kcal_mol=355.8 orbital_gap_ev=7.7
C -0.2946 -3.2365 0.1934 -1.124 -5.203 -3.960
C -0.0740 -2.3460 0.8858 1.301 6.036 3.916
C 0.0141 -1.1521 1.8104 -3.935 -5.054 1.974
O -1.1473 -0.3314 1.7138 -0.349 -0.127 -2.372
C -1.7343 -0.1153 0.4010 -3.338 1.834 7.788
C -3.1238 0.4515 0.7186 3.379 -2.269 -3.493
C -3.8951 0.7502 -0.2785 -1.193 3.101 -8.167
C -3.2837 0.7270 -1.8349 7.588 -4.824 12.781
C -2.0263 0.2688 -1.9336 -2.170 0.231 5.621
C -1.1347 -0.0760 -0.7280 -6.719 2.514 -3.071
C 0.1534 -0.1575 -0.9709 -1.133 -5.351 -4.441
C 1.2062 0.3094 -0.5531 8.443 -2.817 -0.314
C 1.5732 1.1492 0.3345 0.862 14.022 11.074
N 2.8328 1.6209 0.6341 -4.221 -4.782 -3.115
O 3.5230 0.5766 -0.2467 0.620 0.647 1.398
C 2.6153 -0.2529 -0.6779 3.835 -6.177 -8.394
O 3.0810 -1.2763 -1.4675 -3.422 5.198 4.771
C 0.5194 2.1832 1.1500 0.953 -0.033 -4.303
H -0.0732 2.6550 0.2630 -0.083 -1.437 1.678
H -0.0043 1.7836 1.9945 -0.506 -0.291 -0.052
H 1.0243 3.1007 1.3801 0.982 0.025 0.790
H 0.2793 -0.9687 -1.6355 0.878 -0.861 -1.423
H -1.5373 0.2438 -2.7614 2.914 -0.193 -5.459
H -3.9075 0.9856 -2.4175 -7.634 3.363 -8.375
H -4.8149 1.4181 -0.5720 1.211 -1.641 2.416
H -3.4019 0.6427 1.6491 -0.734 0.350 4.213
H -0.2209 -1.8233 2.8548 1.429 2.593 -2.230
H 0.8707 -0.5871 1.7090 2.026 0.768 0.417
H -0.4913 -4.0709 -0.4578 0.143 0.379 0.331

***

3.
40
Properties=species:S:1:pos:R:3:forces:R:3 method="wB97M-V/def2-TZVPD" e_tot_ev=-118859.041 multiplicity=6 s_squared=8.79 molar_mass_g_mol=665.537 de_lowest_kcal_mol=6.8 orbital_gap_ev="7.2 / 5.9"
Ir 0.6324 -0.4675 0.8645 0.148 -0.839 0.147
N 3.1631 0.5472 4.5170 -0.061 -0.006 0.014
C 2.5581 0.2313 3.3701 0.489 0.118 -0.258
S 1.0994 -0.5964 3.3479 -0.170 0.038 0.162
N 3.2865 0.6417 2.2755 -0.294 -0.158 0.233
N 2.7652 0.2691 1.1337 -0.008 0.369 -0.243
C 3.4430 0.7114 0.0662 -0.073 -0.039 0.195
C 3.2039 0.3470 -1.2545 0.101 0.129 -0.108
C 3.9681 1.0094 -2.2694 -0.025 -0.018 0.034
C 3.8552 0.6678 -3.5749 -0.019 -0.036 0.017
C 2.9702 -0.3854 -3.9434 -0.011 0.011 -0.015
C 2.2345 -1.0582 -3.0199 0.039 0.000 0.030
C 2.3100 -0.7190 -1.6372 0.003 -0.114 -0.025
O 1.6322 -1.3971 -0.7927 -0.109 0.133 -0.078
H 2.7297 0.3414 5.3992 -0.020 -0.004 -0.005
H 4.0531 1.0161 4.4842 -0.004 0.013 -0.006
H 4.2516 1.4034 0.2879 0.003 0.006 -0.048
H 4.6389 1.8025 -1.9620 -0.004 0.002 -0.003
H 4.4278 1.1793 -4.3354 0.003 0.011 0.010
H 2.8803 -0.6530 -4.9891 0.003 0.001 0.003
H 1.5574 -1.8553 -3.2929 0.004 -0.003 -0.002
O -3.2275 -2.7897 2.1171 0.084 -0.067 0.047
As -2.3433 -1.2738 2.0170 0.207 0.121 -0.159
O -2.2845 -0.5596 3.4684 -0.009 -0.069 0.007
O -0.8274 -1.7941 1.3497 -0.312 0.274 -0.026
C -3.3448 -0.4673 0.5568 -0.033 0.025 0.002
C -4.5983 -1.0200 0.3150 -0.037 -0.014 0.018
C -5.4299 -0.5066 -0.6714 0.004 -0.008 0.000
C -5.0249 0.5755 -1.4307 0.032 0.015 0.012
C -3.7809 1.1438 -1.2025 -0.050 -0.019 -0.018
C -2.9483 0.6243 -0.2232 -0.012 0.018 -0.034
S -1.3668 1.4074 -0.0763 0.224 -0.201 0.081
O -0.4253 0.6188 -0.9226 0.017 0.103 -0.072
O -1.5019 2.7816 -0.4339 -0.048 0.016 -0.031
O -0.9264 1.1330 1.3200 -0.039 0.200 0.115
H -3.1790 -3.0777 3.0383 -0.048 -0.002 -0.014
H -4.9277 -1.8607 0.9070 0.005 -0.008 0.001
H -6.4001 -0.9563 -0.8370 0.001 -0.004 0.007
H -5.6730 0.9842 -2.1943 0.004 0.005 -0.001
H -3.4505 2.0014 -1.7722 0.014 0.000 0.008

***

4.
38
Properties=species:S:1:pos:R:3:forces:R:3 method="wB97M-V/def2-TZVPD" e_tot_ev=-77227.039 molar_mass_g_mol=711.287 charge=-2 orbital_gap_ev=5.6
Au -0.5650 2.0226 0.0289 0.312 0.055 -0.122
S 4.2040 1.0911 0.6017 0.022 -0.067 0.007
Sb 2.1389 0.3638 -0.0829 0.035 0.182 -0.073
S 0.5899 0.5650 1.7632 -0.066 0.068 0.040
S 1.2646 1.8422 -1.7679 -0.100 -0.038 0.277
S 1.9560 -1.8081 -0.8511 0.206 0.054 -0.034
N 0.2784 -8.2221 -0.0340 0.005 -0.046 0.014
C 0.0168 -7.1244 -0.2610 -0.052 0.180 -0.073
C -0.3383 -5.7598 -0.5557 0.095 -0.219 0.091
C -0.9227 -5.4485 -1.7782 -0.016 0.012 -0.078
C -1.2907 -4.1443 -2.0518 -0.086 0.022 0.068
C -1.0812 -3.1444 -1.1075 0.032 -0.074 -0.057
C -0.4543 -3.4479 0.1013 0.054 0.020 0.084
C -0.0966 -4.7515 0.3772 -0.075 0.024 -0.001
N -1.4737 -1.8274 -1.3772 -0.200 0.180 0.009
C -1.7117 -1.2491 -2.6146 0.155 -0.078 -0.009
C -1.9997 0.0524 -2.3704 0.058 -0.055 0.100
N -1.9762 0.2918 -1.0134 -0.245 0.121 -0.141
C -1.6459 -0.8358 -0.4535 0.094 -0.222 -0.083
H -1.0916 -6.2251 -2.5120 0.007 -0.018 0.013
H -1.7499 -3.9061 -3.0002 -0.031 0.007 -0.005
H -0.1860 -2.6604 0.7912 -0.038 0.011 -0.011
H 0.4068 -4.9811 1.3060 0.005 -0.011 -0.002
H -1.5438 -1.7781 -3.5345 0.000 0.000 0.001
H -2.1247 0.8554 -3.0760 -0.102 -0.031 -0.014
H -1.4380 -0.9556 0.5971 -0.045 -0.025 0.019
N 1.4019 5.0573 4.0348 0.007 0.001 -0.075
C 1.0374 5.1504 2.6909 -0.036 -0.113 0.078
C 0.0588 4.2923 2.1661 0.152 -0.028 0.017
N -0.2450 4.3093 0.8863 -0.173 -0.023 -0.061
C 0.3877 5.1959 0.1079 0.026 0.007 0.043
C 1.2919 6.0800 0.6514 0.013 -0.033 -0.045
N 1.6268 6.0680 1.9459 0.033 0.065 -0.036
H 1.3673 4.1040 4.3696 -0.001 -0.003 0.006
H 2.3194 5.4550 4.1784 -0.009 0.006 0.013
H -0.4069 3.5283 2.7778 -0.014 0.025 0.007
H 0.1986 5.1415 -0.9552 -0.031 0.027 0.007
H 1.7964 6.8035 0.0213 0.007 0.017 0.027